Entry 1:
ORCA calculation (wB97M-V/def2-TZVPD) on 2 unconnected molecules or ions with the total composition C5H11N.

CARTESIAN COORDINATES (ANGSTROEM)
C  -1.42  -1.40  0.03
C  -0.44  -0.66  0.87
C  -0.55  1.86  -0.32
N  0.81  -0.54  0.58
C  1.66  -0.67  -0.59
C  1.86  0.32  0.50
H  -0.97  -1.78  -0.89
H  -1.85  -2.24  0.59
H  -2.25  -0.74  -0.25
H  -0.77  -0.15  1.77
H  -0.95  1.29  -1.17
H  -0.31  2.86  -0.65
H  -1.33  1.91  0.45
H  1.19  -0.34  -1.52
H  2.23  -1.59  -0.66
H  2.67  0.41  1.20
H  0.42  1.46  0.05

Summary:
maximum force	0.83	eV Å⁻¹
Kohn-Sham gap (spin up / spin down)	8.12 / 8.12	eV
ΔE to the lowest compared entry with this formula, charge and spin	4.444	eV
E_HOMO (spin up / spin down)	-0.2587 / -0.2587	Ha
net charge	0



Entry 2:
ORCA calculation (wB97M-V/def2-TZVPD) on a molecular structure, C42H65B2Be2Cl2F8MgN3O12 in a non-equilibrium geometry.

CARTESIAN COORDINATES (ANGSTROEM)
C  3.63  -6.23  -0.92
C  2.37  -5.77  -0.62
C  1.64  -5.05  -1.75
O  0.63  -5.50  -2.17
O  2.20  -3.89  -2.26
C  1.70  -2.71  -1.60
C  2.52  -2.40  -0.34
C  1.89  -2.64  1.06
C  0.48  -3.28  1.12
C  -0.69  -2.25  1.21
C  -0.53  -1.03  0.28
C  -1.48  0.12  0.64
C  -2.46  -0.01  1.60
C  -3.31  1.02  1.95
C  -4.32  0.74  3.05
C  -3.65  0.93  4.42
N  -3.11  2.29  4.57
C  -3.20  2.27  1.35
C  -4.10  3.42  1.78
C  -4.90  3.97  0.58
O  -6.33  4.21  0.85
C  -6.79  3.81  -0.35
C  -7.54  2.56  -0.54
O  -6.51  4.57  -1.29
C  -2.25  2.40  0.34
C  -1.41  1.34  -0.01
C  -0.44  1.58  -1.14
O  0.54  0.90  -1.35
C  -0.70  2.74  -2.08
C  0.00  2.73  -3.44
C  1.35  3.55  -3.38
C  1.84  3.93  -1.97
C  3.27  4.54  -2.01
N  3.40  5.36  -0.78
C  -1.50  3.75  -1.76
C  -1.83  4.94  -2.60
C  -3.24  4.84  -3.28
C  -3.51  3.40  -3.84
Cl  -4.86  3.31  -5.13
C  -2.13  3.70  -0.40
O  -2.53  4.75  0.05
H  4.46  -5.53  -1.07
H  3.84  -7.30  -0.99
H  1.89  -5.84  0.36
H  1.90  -1.91  -2.32
H  0.61  -2.73  -1.47
H  2.81  -1.34  -0.39
H  3.47  -2.95  -0.42
H  2.58  -3.29  1.63
H  1.86  -1.70  1.61
H  0.43  -3.86  2.05
H  0.24  -3.97  0.31
H  -1.58  -2.79  0.85
H  -0.90  -2.00  2.25
H  -0.77  -1.30  -0.75
H  0.47  -0.59  0.30
H  -2.58  -0.94  2.13
H  -4.66  -0.29  2.89
H  -5.22  1.36  2.95
H  -4.31  0.72  5.26
H  -2.81  0.21  4.50
H  -2.68  2.37  5.48
H  -2.32  2.41  3.93
H  -4.72  3.20  2.65
H  -3.47  4.26  2.08
H  -4.82  3.24  -0.24
H  -4.48  4.94  0.31
H  -7.91  2.12  0.40
H  -8.37  2.79  -1.21
H  -6.84  1.82  -0.96
H  -0.61  3.23  -4.19
H  0.15  1.71  -3.80
H  1.25  4.50  -3.92
H  2.10  2.97  -3.92
H  1.18  4.70  -1.55
H  1.89  3.08  -1.27
H  3.99  3.71  -1.96
H  3.41  5.18  -2.88
H  4.06  6.11  -0.93
H  3.73  4.77  -0.02
H  -1.07  5.14  -3.37
H  -1.83  5.85  -1.98
H  -3.37  5.55  -4.11
H  -4.00  5.02  -2.51
H  -3.77  2.73  -3.00
H  -2.62  3.01  -4.33
Mg  -6.68  2.71  -3.64
B  -10.29  7.22  -2.50
O  -9.14  7.49  -3.45
C  -8.58  6.38  -3.73
O  -7.59  6.23  -4.46
C  -9.29  5.25  -3.00
O  -8.97  4.07  -3.07
O  -10.26  5.73  -2.30
F  -11.47  7.60  -3.06
F  -10.07  7.86  -1.31
B  -6.77  -1.14  -6.62
F  -6.16  0.04  -6.20
F  -5.89  -1.79  -7.60
F  -6.96  -1.99  -5.55
F  -7.96  -0.88  -7.25
C  5.10  -0.22  4.19
C  4.71  -0.28  2.73
O  4.08  -1.21  2.28
C  5.12  0.88  1.84
H  4.73  -1.11  4.70
H  6.19  -0.18  4.28
H  4.66  0.66  4.66
H  6.21  0.96  1.82
H  4.67  1.81  2.20
H  4.77  0.69  0.82
C  8.30  -7.31  2.86
N  6.81  -7.32  3.11
C  6.51  -8.45  4.06
C  6.09  -7.57  1.83
C  6.35  -6.04  3.77
C  6.52  -4.78  2.94
O  7.88  -4.55  2.64
H  8.61  -8.33  2.65
H  8.51  -6.69  2.00
H  8.80  -6.95  3.75
H  6.83  -9.38  3.60
H  5.44  -8.47  4.25
H  7.06  -8.27  4.99
H  6.36  -6.79  1.11
H  5.02  -7.56  2.02
H  6.40  -8.54  1.44
H  6.91  -5.95  4.70
H  5.29  -6.17  4.01
H  6.15  -3.93  3.52
H  5.93  -4.82  1.98
H  7.94  -3.73  2.16
F  9.80  -3.72  2.94
Be  5.42  -3.98  0.55
F  -4.53  -3.31  -7.53
Cl  10.46  -2.28  3.43
Be  6.21  2.80  3.26

Summary:
maximum force	3.51	eV Å⁻¹
Kohn-Sham gap	0.93	eV
E_HOMO	-0.4395	Ha
net charge	+2



Entry 3:
ORCA calculation (wB97M-V/def2-TZVPD) on 9 unconnected molecules or ions with the total composition C28H80N10O10 in a non-equilibrium geometry.

CARTESIAN COORDINATES (ANGSTROEM)
C  -3.23  -1.64  0.97
O  -4.49  -2.30  1.08
C  -5.43  -1.73  0.17
C  -5.47  -2.42  -1.22
C  -6.28  -1.52  -2.18
N  -6.26  -3.63  -1.08
H  -2.41  -2.03  1.57
H  -3.24  -0.58  1.25
H  -2.82  -1.57  -0.03
H  -6.43  -1.73  0.61
H  -5.21  -0.67  0.01
H  -4.48  -2.60  -1.65
H  -5.79  -0.54  -2.22
H  -7.27  -1.40  -1.73
H  -6.38  -1.95  -3.18
H  -6.08  -4.15  -1.93
H  -5.74  -4.11  -0.36
C  -4.29  1.83  -2.35
O  -5.69  2.23  -2.23
C  -5.87  2.56  -0.91
C  -7.16  1.82  -0.37
C  -8.45  2.52  -0.99
N  -7.36  2.00  1.07
H  -3.61  2.69  -2.31
H  -3.92  1.30  -3.23
H  -4.06  1.03  -1.65
H  -5.04  2.33  -0.25
H  -6.04  3.63  -0.77
H  -7.20  0.74  -0.50
H  -8.39  2.63  -2.07
H  -8.72  3.51  -0.63
H  -9.35  1.91  -0.91
H  -7.08  2.98  1.09
H  -8.36  2.04  1.21
C  2.57  -2.05  2.51
O  3.65  -1.59  3.28
C  3.45  -1.32  4.68
C  4.70  -0.54  5.16
C  5.91  -1.44  5.62
N  4.43  0.37  6.29
H  2.62  -1.75  1.46
H  1.72  -1.57  2.99
H  2.42  -3.10  2.75
H  2.68  -0.55  4.77
H  3.04  -2.12  5.30
H  5.03  0.07  4.32
H  5.57  -2.25  6.27
H  6.67  -0.87  6.14
H  6.44  -1.89  4.78
H  4.53  -0.17  7.14
H  3.43  0.46  6.18
C  0.86  -5.24  -4.05
O  0.91  -5.47  -2.67
C  2.17  -4.88  -2.17
C  2.38  -5.10  -0.65
C  1.21  -4.95  0.32
N  3.43  -4.14  -0.25
H  1.80  -5.01  -4.54
H  0.21  -4.37  -4.13
H  0.52  -6.09  -4.64
H  3.02  -5.39  -2.62
H  2.37  -3.85  -2.47
H  2.72  -6.14  -0.61
H  0.45  -5.73  0.26
H  0.86  -3.94  0.14
H  1.47  -4.89  1.38
H  3.82  -4.53  0.59
H  4.21  -4.11  -0.89
C  -2.72  4.50  0.30
O  -1.44  4.42  -0.17
C  -0.45  4.93  0.66
C  0.91  4.96  -0.07
C  2.17  5.43  0.74
N  0.88  5.62  -1.38
H  -3.29  4.36  -0.61
H  -2.99  5.46  0.72
H  -2.86  3.78  1.11
H  -0.77  5.93  0.95
H  -0.55  4.24  1.50
H  1.07  3.89  -0.19
H  2.52  4.54  1.27
H  1.94  6.20  1.48
H  3.03  5.81  0.18
H  -0.03  5.41  -1.78
H  1.55  5.07  -1.89
C  -1.09  1.39  0.59
O  -0.46  0.08  0.46
C  0.73  0.00  -0.29
C  0.33  0.03  -1.79
C  -0.13  -1.28  -2.36
N  1.51  0.40  -2.54
H  -0.37  2.16  0.87
H  -1.63  1.43  1.54
H  -1.66  1.84  -0.22
H  1.46  0.76  0.00
H  1.28  -0.91  -0.04
H  -0.40  0.83  -1.91
H  -0.97  -1.65  -1.78
H  0.54  -2.13  -2.49
H  -0.45  -1.02  -3.37
H  1.26  0.29  -3.51
H  2.10  -0.41  -2.47
N  1.95  1.30  2.36
C  1.84  1.72  3.58
N  2.95  2.33  3.92
O  0.79  1.62  4.22
H  1.17  0.74  2.03
H  2.88  1.33  1.98
H  3.73  2.27  3.28
H  2.86  3.07  4.60
N  3.95  2.31  -0.79
C  3.92  3.17  -1.72
N  3.04  2.88  -2.58
O  4.51  4.26  -1.63
H  3.59  1.40  -1.02
H  4.55  2.44  0.01
H  2.48  2.05  -2.45
H  2.88  3.44  -3.40
O  5.57  -3.59  -2.18
C  5.53  -2.16  -2.25
C  4.13  -1.65  -2.67
O  3.28  -1.57  -1.51
H  6.52  -3.70  -2.27
H  5.69  -1.85  -1.22
H  6.28  -1.86  -2.99
H  3.76  -2.24  -3.51
H  4.25  -0.65  -3.09
H  3.18  -2.44  -1.11

Summary:
maximum force	7.25	eV Å⁻¹
Kohn-Sham gap	9.10	eV
SMILES string	COC[C@H](C)N.COC[C@H](C)N.COC[C@H](C)N.COC[C@H](C)N.COC[C@H](C)N.COC[C@H](C)N.NC(N)=O.NC(N)=O.OCCO
E_HOMO	-0.3304	Ha
net charge	0